## 1
Entry from the OMol25 dataset: a structure of composition CH9N6 (ωB97M-V/def2-TZVPD).

Geometry as XYZ:
```
16
CH9N6, DFT ωB97M-V/def2-TZVPD
C -1.066 1.292 0.791
N -0.724 1.767 -0.311
N -0.710 1.756 -1.538
N 0.214 2.354 -2.296
N -1.036 -1.164 -0.523
N -0.927 -0.641 0.704
N 1.547 -2.031 1.853
H -1.756 1.644 1.563
H 1.212 2.281 -2.027
H -0.021 2.359 -3.334
H -1.896 -1.568 -0.869
H -0.175 -1.268 -1.068
H 0.022 -0.774 1.119
H 1.487 -2.000 2.897
H 1.926 -1.117 1.623
H 1.904 -2.890 1.417
```

Computed properties:
Kohn-Sham gap (spin up / spin down): 0.2952 / 0.2952 Eh
net charge: +1

=====

## 2
Entry from the OMol25 dataset: a cluster of 2 separate species, CH9N6 in total (ωB97M-V/def2-TZVPD).

Geometry as XYZ:
```
16
CH9N6, DFT ωB97M-V/def2-TZVPD
C -0.151 0.340 1.420
N -0.970 0.035 0.515
N -0.583 0.539 2.715
N 1.188 0.607 1.228
N 0.766 -0.936 -1.394
N -1.110 0.225 -2.190
N -0.066 0.134 -1.262
H -1.509 0.642 2.964
H -0.179 -0.048 3.474
H 1.649 0.024 0.448
H 1.708 0.801 2.008
H 0.183 -1.763 -1.222
H 0.952 -0.979 -2.332
H -1.381 1.230 -2.204
H -1.828 -0.575 -2.041
H 0.462 0.997 -0.992
```

Computed properties:
Kohn-Sham gap (spin up / spin down): 0.3302 / 0.3299 Eh
net charge: +1

=====

## 3
Entry from the OMol25 dataset: a cluster of 2 separate species, CH9N6 in total (ωB97M-V/def2-TZVPD).

Geometry as XYZ:
```
16
CH9N6, DFT ωB97M-V/def2-TZVPD
C 0.214 -0.522 -1.350
N 0.989 0.442 -1.584
N 1.861 0.954 -0.845
N 1.841 2.200 -0.547
N 0.920 -0.564 1.126
N 0.054 -1.042 0.237
N -2.496 -0.822 0.749
H -0.146 -1.307 -2.101
H 1.231 2.837 -0.978
H 2.658 2.387 -0.073
H 1.895 -0.859 1.109
H 0.758 0.300 1.657
H -1.039 -1.106 0.534
H -2.916 -1.452 1.483
H -2.711 -1.382 -0.149
H -3.112 -0.064 0.734
```

Computed properties:
Kohn-Sham gap (spin up / spin down): 0.2931 / 0.2932 Eh
net charge: +1

=====

What are the relative energies? In kJ/mol: 1 171.2; 2 0.0; 3 79.2.

=====

## 1
Entry from the OMol25 dataset: an isolated molecule of C6H3NO (ωB97M-V/def2-TZVPD).

Geometry as XYZ:
```
11
C6H3NO, DFT ωB97M-V/def2-TZVPD
C 0.611 1.042 -0.032
C 1.886 0.291 0.150
C 1.591 -1.033 -0.044
C -0.425 -0.200 -0.032
C -1.909 -0.122 0.057
C -3.103 0.110 -0.034
H 2.821 0.826 0.286
H 2.150 -1.916 -0.189
H -4.101 0.132 0.203
N 0.139 -1.330 -0.192
O 0.341 2.202 -0.171
```

Computed properties:
SMILES string: C#CC1=NC=CC1=O
Kohn-Sham gap: 0.3049 Eh

=====

## 2
Entry from the OMol25 dataset: a structure of composition C6H3NO (ωB97M-V/def2-TZVPD).

Geometry as XYZ:
```
11
C6H3NO, DFT ωB97M-V/def2-TZVPD
C -0.662 0.708 -0.843
C 0.230 -0.384 -0.101
C -0.256 -0.817 1.041
C 0.402 -1.647 2.065
C 0.236 1.280 -1.890
C 1.232 1.678 -2.594
H 1.278 -0.430 -0.829
H -1.409 -0.716 1.079
H 2.126 2.726 -2.956
N 0.712 -2.384 2.914
O -1.758 1.276 -0.469
```

Computed properties:
Kohn-Sham gap: 0.3423 Eh

=====

## 3
Entry from the OMol25 dataset: an isolated molecule of C6H3NO (ωB97M-V/def2-TZVPD).

Geometry as XYZ:
```
11
C6H3NO, DFT ωB97M-V/def2-TZVPD
C -1.808 0.076 0.546
C -0.396 0.057 -0.066
C 0.565 0.993 0.372
C 1.950 0.952 -0.063
C -0.381 -1.082 -0.927
C -0.342 -1.992 -1.765
H -2.566 -0.465 -0.245
H 0.344 1.677 1.173
H -0.319 -3.012 -2.262
N 3.086 0.608 -0.270
O -2.074 0.440 1.830
```

Computed properties:
SMILES string: C#C/C(C=O)=C\C#N
Kohn-Sham gap: 0.2999 Eh

=====

What are the relative energies? In kJ/mol: 1 0.0; 2 276.0; 3 120.7.

=====

## 1
Entry from the OMol25 dataset: a cluster of 3 separate species, C2H9N2O in total (ωB97M-V/def2-TZVPD).

Geometry as XYZ:
```
14
C2H9N2O, DFT ωB97M-V/def2-TZVPD
C -0.758 1.139 -1.722
C -0.069 0.850 -0.749
N 0.712 0.429 0.109
N 1.531 -2.074 0.400
O -1.909 1.120 0.986
H 1.862 -1.805 1.310
H -1.856 0.713 -1.861
H -0.429 1.901 -2.447
H 1.114 -0.613 -0.153
H 0.716 0.972 0.957
H 0.637 -2.528 0.382
H -1.524 0.463 1.565
H 2.201 -2.377 -0.246
H -2.227 1.810 1.470
```

Computed properties:
Kohn-Sham gap: 0.4116 Eh
net charge: +1

=====

## 2
Entry from the OMol25 dataset: a cluster of 2 separate species, C2H9N2O in total (ωB97M-V/def2-TZVPD).

Geometry as XYZ:
```
14
C2H9N2O, DFT ωB97M-V/def2-TZVPD
C 0.433 -1.663 0.814
N -0.398 -0.576 0.074
C -0.444 -0.596 -1.272
N -0.140 0.465 -2.057
H 0.190 -1.534 1.907
H 0.174 -2.687 0.293
H 1.465 -1.400 0.752
H -0.458 0.228 0.657
H -0.661 -1.552 -1.772
H -0.322 1.377 -1.636
H 0.544 0.335 -2.801
H 1.213 1.944 1.778
H -0.066 2.569 2.521
O 0.219 1.881 1.866
```

Computed properties:
Kohn-Sham gap: 0.3739 Eh
net charge: +1

=====

What are the relative energies? In kJ/mol: 1 123.0; 2 0.0.

=====

## 1
Entry from the OMol25 dataset: a structure of composition C2H9N2O (ωB97M-V/def2-TZVPD).

Geometry as XYZ:
```
14
C2H9N2O, DFT ωB97M-V/def2-TZVPD
C 1.005 -0.168 -0.358
C 0.175 0.826 0.422
N -0.531 1.612 -0.365
N 0.320 -1.471 -0.567
O -0.729 -0.374 1.435
H 1.122 0.156 -1.322
H 1.868 -0.508 0.116
H 0.883 1.261 1.139
H -0.823 2.535 -0.200
H -1.203 1.227 -1.039
H -1.024 -1.059 0.734
H 0.736 -2.342 -0.377
H -0.194 -1.483 -1.432
H -1.604 -0.212 1.814
```

Computed properties:
Kohn-Sham gap: 0.3891 Eh
net charge: +1

=====

## 2
Entry from the OMol25 dataset: a cluster of 2 separate species, C2H9N2O in total (ωB97M-V/def2-TZVPD).

Geometry as XYZ:
```
14
C2H9N2O, DFT ωB97M-V/def2-TZVPD
C -0.767 0.221 -0.291
C -1.460 -0.893 -0.540
N -1.649 -1.491 -1.738
N 0.599 -0.062 0.456
H -0.874 1.189 -0.761
H -1.937 -1.478 0.262
H -2.585 -1.849 -1.792
H -1.099 -1.310 -2.590
H 0.493 -1.075 0.908
H 1.312 0.016 -0.178
H 0.752 0.606 1.162
H 3.166 2.458 1.587
H 2.604 1.340 2.373
O 2.360 1.877 1.623
```

Computed properties:
Kohn-Sham gap: 0.3148 Eh
net charge: +1

=====

What are the relative energies? In kJ/mol: 1 0.0; 2 83.2.

=====

## 1
Entry from the OMol25 dataset: a cluster of 2 separate species, H3NS2 in total (ωB97M-V/def2-TZVPD).

Geometry as XYZ:
```
6
H3NS2, DFT ωB97M-V/def2-TZVPD
N 0.140 2.084 0.354
S -0.267 -1.783 -0.302
S 0.683 3.113 1.392
H 0.380 2.175 -0.728
H -0.074 -2.905 0.439
H -0.862 -2.684 -1.155
```

Computed properties:
SMILES string: N=S.S
Kohn-Sham gap (spin up / spin down): 0.2727 / 0.2726 Eh

=====

## 2
Entry from the OMol25 dataset: a cluster of 2 separate species, H3NS2 in total (ωB97M-V/def2-TZVPD).

Geometry as XYZ:
```
6
H3NS2, DFT ωB97M-V/def2-TZVPD
N -0.879 -0.611 -1.039
S 0.830 1.213 1.897
S 0.337 -0.974 -0.051
H -0.651 0.090 -1.738
H -1.687 -0.299 -0.580
H 2.049 0.581 1.511
```

Computed properties:
Kohn-Sham gap (spin up / spin down): 0.2604 / 0.2850 Eh

=====

What are the relative energies? In kJ/mol: 1 13.6; 2 0.0.

=====

## 1
Entry from the OMol25 dataset: a cluster of 2 separate species, CH2N2S2 in total (ωB97M-V/def2-TZVPD).

Geometry as XYZ:
```
7
CH2N2S2, DFT ωB97M-V/def2-TZVPD
C 2.158 0.960 -0.249
N 2.868 1.879 -0.153
N 1.435 -0.054 -0.490
S 1.446 -1.592 0.133
S -1.213 1.225 0.054
H 0.571 -2.194 -0.856
H -1.656 0.088 -0.530
```

Computed properties:
Kohn-Sham gap (spin up / spin down): 0.2696 / 0.2816 Eh

=====

## 2
Entry from the OMol25 dataset: a cluster of 2 separate species, CH2N2S2 in total (ωB97M-V/def2-TZVPD).

Geometry as XYZ:
```
7
CH2N2S2, DFT ωB97M-V/def2-TZVPD
C 0.995 -0.264 0.192
N 2.145 -0.320 0.214
N -0.257 -0.361 0.311
S -1.322 -1.608 0.294
S -0.583 1.994 0.172
H -1.753 -1.547 -1.077
H 0.776 2.107 -0.106
```

Computed properties:
Kohn-Sham gap (spin up / spin down): 0.2660 / 0.2534 Eh

=====

What are the relative energies? In kJ/mol: 1 0.0; 2 18.2.

=====

## 1
Entry from the OMol25 dataset: a cluster of 5 separate species, CH10O5 in total (ωB97M-V/def2-TZVPD).

Geometry as XYZ:
```
16
CH10O5, DFT ωB97M-V/def2-TZVPD
O 1.642 0.260 2.489
C 2.360 -0.157 1.546
H 2.283 0.387 0.557
H 3.283 -0.628 1.744
H -0.621 0.442 1.606
H -1.889 -0.282 1.136
O -1.271 0.370 0.864
H -3.700 1.072 -2.204
H -2.623 0.787 -1.139
O -3.149 1.515 -1.513
H 0.493 -1.973 -1.241
H 1.567 -2.706 -0.456
O 0.618 -2.665 -0.563
H 0.756 1.874 -1.093
H -0.267 0.747 -0.588
O 0.519 0.957 -1.147
```

Computed properties:
multiplicity: 2
<S²>: 0.753
Kohn-Sham gap (spin up / spin down): 0.1021 / 0.2246 Eh
net charge: -1

=====

## 2
Entry from the OMol25 dataset: a cluster of 5 separate species, CH10O5 in total (ωB97M-V/def2-TZVPD).

Geometry as XYZ:
```
16
CH10O5, DFT ωB97M-V/def2-TZVPD
O -2.765 2.512 -2.268
C -3.155 2.025 -3.278
H -3.246 0.957 -3.256
H -3.586 2.504 -4.159
H -2.012 -1.034 1.160
H -0.841 -0.232 0.804
O -1.214 -0.625 1.558
H 1.669 -0.130 3.591
H 0.698 -0.463 2.536
O 1.657 -0.656 2.795
H 1.150 -0.792 -0.892
H 0.953 0.825 -0.476
O 0.626 0.123 -0.969
H 3.918 -1.151 0.823
H 2.791 -1.846 1.420
O 3.357 -2.018 0.609
```

Computed properties:
multiplicity: 2
<S²>: 0.751
Kohn-Sham gap (spin up / spin down): 0.0854 / 0.3969 Eh
net charge: -1

=====

What are the relative energies? In kJ/mol: 1 0.0; 2 94.9.

=====

## 1
Entry from the OMol25 dataset: a structure of composition CHN3O2P (ωB97M-V/def2-TZVPD).

Geometry as XYZ:
```
8
CHN3O2P, DFT ωB97M-V/def2-TZVPD
C -1.193 -1.027 -0.239
N -1.408 -0.148 -1.064
N 1.641 -0.343 -0.115
N 0.877 0.507 0.288
O -1.012 -1.789 0.637
O -1.220 1.875 0.680
P -0.423 1.214 -0.394
H 2.737 -0.289 0.207
```

Computed properties:
Kohn-Sham gap (spin up / spin down): 0.2781 / 0.2782 Eh
net charge: -1

=====

## 2
Entry from the OMol25 dataset: the ion CHN3O2P with charge -1 (ωB97M-V/def2-TZVPD).

Geometry as XYZ:
```
8
CHN3O2P, DFT ωB97M-V/def2-TZVPD
C 1.830 1.379 -0.943
N 2.924 1.699 -1.075
N 0.082 0.315 0.360
N 0.573 1.049 -0.875
O -2.198 0.984 -0.683
O -0.950 2.779 0.676
P -0.968 1.513 -0.079
H -0.430 -0.472 0.023
```

Computed properties:
SMILES string: N#CN1N[P@@]1(=O)[O-]
Kohn-Sham gap: 0.3533 Eh
net charge: -1

=====

What are the relative energies? In kJ/mol: 1 162.8; 2 0.0.

=====

## 1
Entry from the OMol25 dataset: an isolated molecule of C3H2N2 (ωB97M-V/def2-TZVPD).

Geometry as XYZ:
```
7
C3H2N2, DFT ωB97M-V/def2-TZVPD
C 0.782 0.977 0.021
C -1.253 -0.395 0.169
C 0.465 -0.368 -0.018
N 0.923 2.104 0.038
N -2.358 -0.390 -0.052
H 0.478 -0.998 -0.973
H 0.964 -0.930 0.815
```

Computed properties:
SMILES string: N#CCC#N
Kohn-Sham gap: 0.4644 Eh

=====

## 2
Entry from the OMol25 dataset: an isolated molecule of C3H2N2 (ωB97M-V/def2-TZVPD).

Geometry as XYZ:
```
7
C3H2N2, DFT ωB97M-V/def2-TZVPD
C 0.396 1.244 0.941
C -0.327 -1.353 -1.656
C 0.329 0.081 0.172
N -0.150 -0.697 -0.630
N 0.913 0.233 1.596
H 0.118 2.326 1.111
H -1.278 -1.833 -1.534
```

Computed properties:
Kohn-Sham gap: 0.3007 Eh

=====

What are the relative energies? In kJ/mol: 1 0.0; 2 357.2.

=====

## 1
Entry from the OMol25 dataset: the ion C3H3N2O3 with charge -1 (ωB97M-V/def2-TZVPD).

Geometry as XYZ:
```
11
C3H3N2O3, DFT ωB97M-V/def2-TZVPD
C -1.847 -1.478 -0.141
C -2.158 -0.180 -0.116
C 0.486 -1.084 -0.135
N 0.036 0.136 -0.250
N 0.967 1.244 -0.391
O -2.805 0.815 -0.137
O 1.640 -1.489 -0.164
O -0.546 -1.929 0.070
H -2.686 -2.049 -0.464
H 1.808 0.795 -0.509
H 1.148 1.721 0.569
```

Computed properties:
SMILES string: N/N=C(\[O-])OC=C=O
Kohn-Sham gap: 0.2845 Eh
net charge: -1

=====

## 2
Entry from the OMol25 dataset: the ion C3H3N2O3 with charge -1 (ωB97M-V/def2-TZVPD).

Geometry as XYZ:
```
11
C3H3N2O3, DFT ωB97M-V/def2-TZVPD
C 0.100 -0.958 -0.881
C 0.272 0.314 -0.275
C -0.419 1.498 -1.129
N 0.610 -0.317 1.952
N 0.248 0.655 1.084
O -1.569 1.084 -1.458
O 0.117 2.588 -1.317
O 0.634 -2.058 -0.642
H -0.704 -1.068 -1.571
H -0.137 -0.448 2.646
H 0.846 -1.292 1.592
```

Computed properties:
SMILES string: N/N=C(\C=O)C(=O)[O-]
Kohn-Sham gap (spin up / spin down): 0.2923 / 0.2924 Eh
net charge: -1

=====

What are the relative energies? In kJ/mol: 1 45.4; 2 0.0.

=====

## 1
Entry from the OMol25 dataset: a cluster of 2 separate species, CH3FNO2S in total (ωB97M-V/def2-TZVPD).

Geometry as XYZ:
```
9
CH3FNO2S, DFT ωB97M-V/def2-TZVPD
C 1.537 1.317 0.300
N -0.508 -0.414 0.551
O -1.415 -1.464 -1.794
O -2.921 -0.283 -0.150
F 2.526 0.510 0.749
S -1.663 -1.074 -0.258
H 1.363 0.858 -0.700
H 0.664 1.384 0.811
H 0.416 -0.833 0.492
```

Computed properties:
Kohn-Sham gap (spin up / spin down): 0.2448 / 0.3104 Eh
net charge: -1

=====

## 2
Entry from the OMol25 dataset: the ion CH3FNO2S with charge -1 (ωB97M-V/def2-TZVPD).

Geometry as XYZ:
```
9
CH3FNO2S, DFT ωB97M-V/def2-TZVPD
C -0.185 1.697 0.066
N 0.394 -1.171 -0.588
O -1.894 -0.691 0.626
O 0.267 -0.467 1.846
F 1.061 1.333 -0.489
S -0.500 -0.255 0.630
H -0.825 1.564 -0.827
H 0.639 -0.654 -1.420
H 1.043 -1.356 0.156
```

Computed properties:
SMILES string: N[S@@](=O)([O-])=CF
Kohn-Sham gap: 0.2845 Eh
net charge: -1

=====

What are the relative energies? In kJ/mol: 1 127.6; 2 0.0.

=====

## 1
Entry from the OMol25 dataset: an isolated molecule of C4H6FNO2 (ωB97M-V/def2-TZVPD).

Geometry as XYZ:
```
14
C4H6FNO2, DFT ωB97M-V/def2-TZVPD
C 1.529 0.845 -0.590
C 1.309 -0.585 -0.093
C 0.310 -0.774 1.094
C -2.508 0.220 -0.524
H 0.942 1.076 -1.484
H 2.609 0.902 -0.829
H 0.106 -1.856 1.105
H 0.790 -0.472 2.047
H -3.095 -0.016 -1.424
H -2.838 0.950 0.193
N -1.430 -0.430 -0.363
O 1.926 -1.542 -0.474
O -0.914 -0.081 0.893
F 1.265 1.763 0.450
```

Computed properties:
SMILES string: C=NOCC(=O)CF
Kohn-Sham gap: 0.3875 Eh

=====

## 2
Entry from the OMol25 dataset: a structure of composition C4H6FNO2 (ωB97M-V/def2-TZVPD).

Geometry as XYZ:
```
14
C4H6FNO2, DFT ωB97M-V/def2-TZVPD
C -1.608 -0.239 -0.481
C -0.335 -0.405 0.336
C 0.239 -1.597 0.727
C 0.780 1.505 -0.880
H -1.428 0.377 -1.413
H -2.460 0.223 0.255
H -2.020 -1.265 -0.662
H -0.168 -2.621 0.575
H 1.820 -0.176 1.360
H 1.557 2.228 -0.731
N 0.363 0.924 0.307
O 1.583 1.025 1.100
O 0.190 1.454 -1.903
F 1.487 -1.431 1.409
```

Computed properties:
Kohn-Sham gap: 0.3574 Eh

=====

What are the relative energies? In kJ/mol: 1 0.0; 2 203.0.